{"formula": "C31H29BBrCl60F2N3O7S2", "method": "wB97M-V/def2-TZVPD", "species": ["C", "C", "O", "O", "C", "C", "C", "C", "C", "C", "O", "C", "N", "C", "C", "C", "Br", "C", "S", "O", "C", "S", "B", "N", "O", "N", "C", "O", "F", "C", "O", "F", "H", "H", "H", "H", "H", "H", "H", "H", "H", "H", "H", "H", "H", "H", "H", "H", "H", "H", "H", "H", "H", "H", "H", "H", "H", "H", "H", "H", "H", "C", "Cl", "Cl", "Cl", "Cl", "C", "Cl", "Cl", "Cl", "Cl", "C", "Cl", "Cl", "Cl", "Cl", "C", "Cl", "Cl", "Cl", "Cl", "C", "Cl", "Cl", "Cl", "Cl", "C", "Cl", "Cl", "Cl", "Cl", "C", "Cl", "Cl", "Cl", "Cl", "C", "Cl", "Cl", "Cl", "Cl", "C", "Cl", "Cl", "Cl", "Cl", "C", "Cl", "Cl", "Cl", "Cl", "C", "Cl", "Cl", "Cl", "Cl", "C", "Cl", "Cl", "Cl", "Cl", "C", "Cl", "Cl", "Cl", "Cl", "C", "Cl", "Cl", "Cl", "Cl", "C", "Cl", "Cl", "Cl", "Cl"], "coordinates": [[-7.2875, -2.8014, -3.2985], [-5.8295, -2.4800, -3.4238], [-5.3565, -1.6287, -4.1264], [-5.0759, -3.3007, -2.6481], [-3.8486, -2.7378, -2.1754], [-4.0627, -1.6842, -1.0818], [-3.2969, -1.9571, 0.2348], [-2.3192, -0.8471, 0.6641], [-0.8431, -1.2181, 0.5634], [-0.2809, -1.6415, -0.7905], [0.8196, -2.5010, -0.5694], [0.6879, -3.8380, -1.0345], [-0.5051, -4.5079, -0.5800], [1.9535, -4.5205, -0.5330], [2.0890, -6.0231, -0.7829], [1.5115, -6.9244, 0.2949], [1.4043, -6.5779, -2.5321], [0.2311, -0.5112, -1.6951], [-1.0993, 0.3194, -2.6471], [1.0108, 0.3395, -0.8996], [1.6262, 1.4648, -1.4596], [0.6450, 2.9996, -1.1473], [1.8424, 1.5166, -3.0857], [2.2290, 0.3577, -3.8872], [1.6653, 2.7549, -3.6586], [2.9456, 1.5834, -0.7267], [4.0931, 1.4653, -1.5448], [4.6534, 0.4618, -1.7915], [4.4800, 2.6334, -2.0889], [2.9392, 2.5180, 0.3303], [2.4842, 2.3022, 1.3982], [3.5183, 3.6810, 0.0496], [-7.8702, -2.1340, -3.9250], [-7.4423, -3.8414, -3.5883], [-7.5700, -2.7128, -2.2496], [-3.2842, -3.5824, -1.7782], [-3.2711, -2.3300, -3.0068], [-5.1331, -1.6462, -0.8721], [-3.7789, -0.7040, -1.4655], [-2.7942, -2.9264, 0.1792], [-4.0457, -2.0573, 1.0224], [-2.5614, 0.0762, 0.1332], [-2.4891, -0.6314, 1.7207], [-0.2483, -0.4175, 1.0041], [-0.6952, -2.0865, 1.2121], [-1.0730, -2.1306, -1.3707], [0.6918, -3.8598, -2.1299], [-1.2445, -4.4837, -1.2665], [-0.8235, -4.1710, 0.3188], [2.8144, -3.9871, -0.9274], [1.9461, -4.3787, 0.5528], [3.1555, -6.2331, -0.8590], [0.4291, -6.9954, 0.1946], [1.7381, -6.5256, 1.2843], [1.9033, -7.9370, 0.2003], [0.8310, -1.0018, -2.4648], [-1.4168, 1.2528, -1.7472], [0.1554, 2.7243, 0.0660], [1.4651, 0.0727, -4.4975], [2.9432, 0.6935, -4.5353], [2.4489, 3.3001, -3.7831], [-1.3519, 2.2067, 3.8562], [0.2134, 2.5988, 4.5667], [-1.8772, 0.6162, 4.4161], [-2.5385, 3.4211, 4.3226], [-1.1901, 2.1912, 2.0934], [-1.2119, 4.6098, 8.1589], [0.4769, 4.6468, 8.6793], [-1.3828, 5.5399, 6.6685], [-1.6987, 2.9338, 7.8863], [-2.2289, 5.3108, 9.4178], [5.6144, -3.1593, -3.3074], [6.7920, -3.3435, -4.6142], [4.8863, -4.7372, -2.9701], [6.4317, -2.5644, -1.8622], [4.3631, -2.0180, -3.7966], [0.3536, -11.6984, 0.6590], [-1.0890, -12.3894, 1.4028], [-0.1095, -10.7593, -0.7569], [1.1799, -10.6271, 1.8088], [1.4497, -12.9990, 0.1901], [1.0335, 6.7472, 0.5065], [0.7249, 5.6243, 1.8385], [0.7950, 8.4101, 1.0569], [2.6974, 6.5358, -0.0444], [-0.0848, 6.4286, -0.8253], [-0.4632, 12.5440, 2.9375], [-1.9617, 12.2936, 3.8350], [-0.7991, 13.4665, 1.4710], [0.6866, 13.4283, 3.9421], [0.2253, 10.9748, 2.4989], [-0.5508, -13.2467, 5.6359], [0.4832, -13.4816, 7.0478], [-1.9552, -12.2754, 6.0893], [0.3465, -12.4166, 4.3652], [-1.0941, -14.8182, 5.0360], [-1.7165, 5.6571, -4.5390], [-2.8613, 5.7216, -5.8834], [-0.2103, 6.4502, -5.0118], [-2.4054, 6.4982, -3.1440], [-1.3896, 3.9805, -4.1117], [4.2260, 8.5049, -3.1174], [5.1846, 7.2773, -2.2800], [4.9038, 8.7856, -4.7228], [2.5586, 7.9383, -3.2784], [4.2505, 10.0043, -2.1900], [-3.5650, -8.0398, -0.1541], [-2.7052, -9.3107, 0.7129], [-2.5059, -6.6302, -0.2576], [-3.9542, -8.5986, -1.7838], [-5.0559, -7.6222, 0.6974], [8.0153, 3.0101, 0.1387], [8.1069, 1.7002, -1.0400], [6.3190, 3.4250, 0.4143], [8.7236, 2.4879, 1.6662], [8.8725, 4.4261, -0.4748], [-0.4341, 10.4611, -6.7512], [0.6477, 10.0864, -5.4058], [-1.4076, 11.8776, -6.3482], [0.5247, 10.7965, -8.1960], [-1.4936, 9.0829, -7.0550], [6.8743, 1.1516, 5.3460], [5.8826, 1.2706, 3.8911], [8.4635, 1.8644, 5.0389], [6.0902, 2.0232, 6.6659], [7.0695, -0.5446, 5.7930], [-7.7309, -2.1777, -7.3885], [-9.4082, -2.3973, -6.8677], [-7.6806, -2.0239, -9.1484], [-7.0669, -0.7328, -6.6406], [-6.7814, -3.5878, -6.9013], [-2.6600, 3.4277, 13.4744], [-1.4874, 3.2541, 12.1696], [-3.2850, 1.8398, 13.9264], [-1.8844, 4.1758, 14.8725], [-3.9948, 4.4498, 12.9259]], "lowdin_charge": [0.01, -0.56, 0.07, -0.02, -0.17, -0.14, -0.17, -0.21, -0.13, -0.33, -0.07, -0.44, 0.06, -0.17, -0.72, -0.16, 0.68, -0.56, 0.86, -0.09, -0.55, 0.87, -0.67, 0.15, 0.08, 0.11, -0.50, 0.17, 0.11, -0.59, 0.17, 0.03, 0.06, 0.09, 0.09, 0.10, 0.11, 0.12, 0.09, 0.09, 0.11, 0.09, 0.07, 0.10, 0.12, 0.12, 0.13, 0.03, 0.08, 0.09, 0.13, 0.06, 0.03, 0.08, 0.05, 0.10, -0.13, -0.17, 0.09, 0.09, 0.12, -2.02, 0.54, 0.55, 0.52, 0.57, -2.05, 0.52, 0.51, 0.51, 0.51, -2.05, 0.52, 0.53, 0.54, 0.55, -2.04, 0.50, 0.52, 0.50, 0.54, -2.01, 0.54, 0.50, 0.53, 0.50, -2.06, 0.53, 0.53, 0.53, 0.48, -2.05, 0.53, 0.52, 0.48, 0.52, -2.04, 0.53, 0.50, 0.51, 0.55, -2.05, 0.51, 0.53, 0.47, 0.54, -2.04, 0.50, 0.56, 0.53, 0.53, -2.04, 0.55, 0.58, 0.51, 0.54, -2.06, 0.50, 0.53, 0.53, 0.51, -2.06, 0.52, 0.50, 0.52, 0.53, -2.05, 0.52, 0.52, 0.56, 0.54, -2.06, 0.50, 0.52, 0.52, 0.51], "total_charge": 0, "energy_ha": -33095.96016, "homo_lumo_gap_ev": 9.379}

=====

{"formula": "C31H29BiBr4N4O3", "method": "wB97M-V/def2-TZVPD", "species": ["Bi", "C", "C", "C", "C", "C", "C", "C", "H", "H", "H", "H", "H", "H", "H", "H", "C", "C", "C", "C", "C", "C", "N", "N", "C", "C", "C", "C", "C", "C", "H", "H", "H", "H", "H", "H", "H", "H", "H", "Br", "C", "C", "Br", "C", "Br", "C", "O", "C", "O", "C", "Br", "C", "N", "C", "C", "C", "N", "C", "C", "O", "H", "H", "H", "H", "H", "H", "H", "H", "H", "H", "H", "H"], "coordinates": [[0.6290, 1.0324, -0.0661], [-0.1353, -3.1938, -2.7207], [0.9536, -2.1609, -2.6052], [0.9061, -0.9808, -3.3394], [1.9097, -0.0321, -3.2183], [2.9939, -0.2624, -2.3825], [3.0728, -1.4533, -1.6742], [2.0486, -2.3842, -1.7742], [0.1178, -3.9345, -3.4828], [-1.0809, -2.7320, -3.0076], [-0.2713, -3.7208, -1.7751], [0.0652, -0.7914, -3.9969], [1.8487, 0.8941, -3.7770], [3.7757, 0.4810, -2.2820], [3.9268, -1.6557, -1.0405], [2.1021, -3.3072, -1.2064], [5.8585, -0.6679, 2.1977], [5.4095, 0.2622, 1.2714], [4.0686, 0.6027, 1.2230], [3.1767, 0.0174, 2.1188], [3.6295, -0.9055, 3.0646], [4.9679, -1.2475, 3.0941], [1.8260, 0.4001, 2.0225], [1.1216, 0.2830, 3.0411], [-0.2118, 0.6773, 2.9100], [-0.9927, 0.6225, 4.0673], [-2.3219, 0.9955, 4.0029], [-2.8662, 1.4229, 2.7966], [-2.0854, 1.4771, 1.6459], [-0.7549, 1.1053, 1.6900], [6.9065, -0.9360, 2.2300], [6.1063, 0.7297, 0.5880], [3.6975, 1.3626, 0.5450], [2.9176, -1.3416, 3.7507], [5.3188, -1.9679, 3.8216], [-0.5340, 0.2946, 4.9917], [-2.9356, 0.9631, 4.8936], [-3.9080, 1.7160, 2.7534], [-2.5052, 1.8213, 0.7071], [-1.3602, 7.8538, -0.6353], [-0.3547, 6.2909, -0.3078], [0.8804, 6.3631, 0.3246], [1.5945, 8.0314, 0.8411], [1.5915, 5.1862, 0.5801], [3.2713, 5.2102, 1.4430], [1.0954, 3.9452, 0.2091], [1.7546, 2.8184, 0.4722], [-0.1438, 3.8714, -0.4736], [-0.5913, 2.6907, -0.8705], [-0.8551, 5.0459, -0.6968], [-2.5285, 4.8635, -1.5520], [-3.2533, -0.2645, -2.8112], [-3.2290, -1.3692, -1.8684], [-4.1711, -2.4499, -2.0910], [-4.4827, -3.1524, -0.7835], [-3.1699, -3.5927, -0.1647], [-2.2692, -2.4617, -0.0370], [-1.2234, -2.5856, 0.9591], [-2.2514, -1.4149, -0.9189], [-1.3924, -0.5272, -0.8586], [-4.2544, 0.1679, -2.8469], [-2.9791, -0.5981, -3.8169], [-2.5494, 0.4944, -2.4840], [-3.7639, -3.1726, -2.8103], [-5.0759, -2.0246, -2.5262], [-5.1274, -4.0130, -0.9591], [-4.9941, -2.4655, -0.1067], [-2.7135, -4.3803, -0.7790], [-3.3338, -4.0056, 0.8318], [-1.6668, -2.7854, 1.9363], [-0.6722, -1.6551, 1.0100], [-0.5329, -3.3998, 0.7132]], "lowdin_charge": [1.89, -0.04, -0.28, -0.06, -0.12, -0.14, -0.10, -0.06, 0.09, 0.07, 0.07, 0.11, 0.11, 0.11, 0.10, 0.11, -0.08, -0.07, -0.03, -0.25, -0.02, -0.08, -0.07, 0.11, -0.31, -0.02, -0.08, -0.06, -0.10, -0.26, 0.10, 0.11, 0.09, 0.10, 0.10, 0.11, 0.10, 0.11, 0.10, 0.70, -0.76, -0.76, 0.70, -0.64, 0.75, -0.42, -0.35, -0.43, -0.33, -0.64, 0.75, -0.02, -0.08, -0.16, -0.15, -0.16, -0.08, -0.02, -0.48, -0.12, 0.09, 0.09, 0.09, 0.13, 0.12, 0.12, 0.13, 0.12, 0.12, 0.10, 0.06, 0.09], "total_charge": 0, "e_above_lowest_kcal_mol": 7.3, "energy_ha": -12154.13375, "homo_lumo_gap_ev": 6.034}